1.
The following is a quantum chemistry calculation of C25H20N7O5S2Ti as an isolated structure in a non-equilibrium geometry, from OMol25.

Summary:
2S+1 = 2
energy relative to the best compared isomer or geometry (same formula, charge and spin) = 178.5 kJ/mol
strongest force on any atom = 0.0481 hartree/bohr
HOMO-LUMO gap (spin up / spin down) = 4.17 / 6.14 eV
net charge = -2

Each line ends with the Löwdin charge.
Cartesian coordinates (Å):
1 Ti -0.9225 1.2696 1.0854  0.75
2 C 1.3491 -2.0182 -3.0977  -0.07
3 C 1.5518 -1.3948 -1.7361  -0.30
4 N 0.5337 -0.8024 -1.0945  0.02
5 N -0.5927 -0.8492 -1.8001  0.05
6 C -1.6773 -0.3885 -1.2341  -0.38
7 O -1.6768 0.1264 0.0092  -0.28
8 C -2.9467 -0.4715 -1.9565  -0.15
9 C -4.1467 -0.1191 -1.3277  -0.04
10 C -5.3470 -0.1658 -2.0242  -0.10
11 C -5.3757 -0.5726 -3.3534  -0.12
12 C -4.1861 -0.9281 -3.9816  -0.11
13 C -2.9831 -0.8774 -3.2955  -0.04
14 C 2.8650 -1.4187 -1.1443  -0.26
15 C 3.7775 -2.4831 -1.4196  -0.07
16 C 5.0199 -2.5039 -0.8364  -0.13
17 C 5.3968 -1.4635 0.0287  -0.13
18 C 4.4507 -0.4712 0.2637  -0.20
19 N 3.2351 -0.4296 -0.2706  0.10
20 H 0.4669 -2.6648 -3.1087  0.06
21 H 2.2249 -2.5759 -3.4294  0.04
22 H 1.1540 -1.2188 -3.8230  0.08
23 H -4.1188 0.2195 -0.3023  0.09
24 H -6.2635 0.1423 -1.5337  0.10
25 H -6.3125 -0.5889 -3.9003  0.08
26 H -4.1984 -1.2287 -5.0234  0.09
27 H -2.0471 -1.1312 -3.7800  0.10
28 H 3.4696 -3.3008 -2.0592  0.09
29 H 5.6954 -3.3305 -1.0304  0.08
30 H 6.3764 -1.4258 0.4901  0.07
31 H 4.6962 0.3543 0.9344  0.09
32 S -0.1556 2.6665 -0.9938  0.63
33 C -1.7372 3.0005 -1.6271  -0.76
34 C -1.7908 3.3396 -3.0367  -0.29
35 N -1.8067 3.6051 -4.1577  0.13
36 C -2.8856 3.0169 -0.9063  -0.73
37 S -2.9727 2.6916 0.8105  0.65
38 C -4.1290 3.3847 -1.5385  -0.30
39 N -5.1283 3.7115 -2.0115  0.13
40 C 1.2936 -2.1171 1.8101  0.01
41 C 1.4542 -0.8175 2.5091  -0.32
42 N 0.8498 0.2995 2.1951  0.12
43 C 1.3104 1.2581 3.0528  -0.12
44 C 2.2053 0.7174 3.9130  -0.08
45 N 2.2725 -0.6035 3.5588  0.19
46 C 2.9876 1.2366 5.0527  -0.51
47 O 2.8915 2.5166 5.2904  0.13
48 O 3.6752 0.4937 5.7084  0.08
49 C 0.7366 2.6249 2.9437  -0.52
50 O 1.1578 3.5340 3.6579  0.07
51 O -0.1962 2.7124 2.0812  -0.19
52 H 0.7226 -1.9450 0.8955  0.06
53 H 0.7708 -2.8355 2.4443  0.08
54 H 2.2724 -2.5211 1.5413  0.08
55 H 2.9117 -1.2547 3.9864  0.17
56 H 2.2158 2.9525 4.6634  0.07
57 C -1.9631 0.3861 2.7520  -0.23
58 H -1.6675 0.8473 3.7048  0.00
59 H -1.7212 -0.6781 2.7986  -0.01
60 H -3.0418 0.4880 2.6526  -0.03

=====

2.
The following is a quantum chemistry calculation of C41H46CaN3P as an isolated structure in a non-equilibrium geometry, from OMol25.

Summary:
energy relative to the best compared isomer or geometry (same formula, charge and spin) = 0.0 kJ/mol
strongest force on any atom = 0.0538 hartree/bohr
HOMO-LUMO gap (spin up / spin down) = 3.19 / 2.01 eV
net charge = -2

Each line ends with the Löwdin charge.
Cartesian coordinates (Å):
1 Ca 0.4771 -0.2603 -0.0945  1.28
2 N 1.3775 -3.3706 1.5893  0.08
3 N 1.0288 -2.3320 -1.9500  -0.15
4 C 1.5791 2.1832 -0.8797  -0.30
5 C 2.6613 1.3132 -0.5730  -0.31
6 C 2.5774 0.9833 0.8096  -0.34
7 C 3.4321 0.0083 1.5299  -0.06
8 H 4.3112 -0.2585 0.9300  0.07
9 H 2.9066 -0.9404 1.7497  0.06
10 H 3.7716 0.4376 2.4852  0.08
11 C 1.4881 1.7113 1.3683  -0.34
12 C 1.1510 1.8451 2.8109  -0.09
13 H 1.6415 2.7282 3.2623  0.08
14 H 1.4502 0.9579 3.3859  0.05
15 H 0.0709 1.9699 2.9597  0.02
16 C 0.8351 2.3997 0.3113  -0.32
17 C -0.3765 3.2430 0.4471  -0.06
18 H -1.1287 2.7766 1.1020  0.06
19 H -0.8632 3.3967 -0.5231  0.06
20 H -0.1309 4.2329 0.8676  0.08
21 C 3.7097 0.8625 -1.5191  -0.06
22 H 4.6231 1.4759 -1.4376  0.08
23 H 3.3684 0.9160 -2.5599  0.05
24 H 3.9918 -0.1815 -1.3284  0.06
25 C 1.3058 2.7893 -2.2041  -0.05
26 H 0.2285 2.9303 -2.3670  0.06
27 H 1.6516 2.1429 -3.0191  0.06
28 H 1.8023 3.7684 -2.3154  0.08
29 C 0.7198 -4.0003 2.5654  -0.17
30 H 1.2245 -4.1063 3.5301  0.10
31 C -0.6001 -4.4577 2.4462  -0.11
32 H -1.1443 -4.7909 3.3340  0.09
33 C -1.2013 -4.3996 1.1925  -0.14
34 H -2.2425 -4.6982 1.0603  0.10
35 C -0.4491 -3.9650 0.1044  -0.09
36 H -0.8038 -4.0533 -0.9205  0.09
37 C 0.8247 -3.3598 0.3305  -0.34
38 C 1.5278 -2.5826 -0.6511  -0.25
39 H 2.5935 -2.3542 -0.5067  0.09
40 C 0.5569 -1.0773 -2.3371  -0.11
41 C 1.1419 -3.1792 -3.0784  -0.04
42 H 1.4221 -4.2111 -3.0048  0.11
43 C 0.8855 -2.4252 -4.1478  -0.08
44 H 0.8958 -2.6705 -5.1917  0.10
45 N 0.5487 -1.1410 -3.6853  -0.04
46 C 0.3353 -0.0053 -4.5212  -0.16
47 C 1.3444 0.3541 -5.4280  -0.22
48 C 1.1359 1.4684 -6.2458  -0.10
49 H 1.9164 1.7391 -6.9518  0.07
50 C -0.0193 2.2375 -6.1341  -0.29
51 C -0.2586 3.3870 -7.0580  -0.29
52 H -0.7989 4.1861 -6.5446  0.05
53 H -0.8614 3.0910 -7.9261  0.03
54 H 0.6841 3.7928 -7.4296  0.04
55 C -0.9909 1.8712 -5.2026  -0.07
56 H -1.8944 2.4726 -5.1143  0.09
57 C -0.8256 0.7670 -4.3596  -0.22
58 C -1.8814 0.4349 -3.3497  -0.08
59 H -2.0313 -0.6466 -3.2232  0.08
60 H -2.8341 0.8769 -3.6805  0.07
61 H -1.6539 0.8793 -2.3620  0.07
62 C 2.6315 -0.3980 -5.5023  -0.10
63 H 2.5074 -1.4064 -5.9214  0.06
64 H 3.1309 -0.4932 -4.5259  0.08
65 H 3.3044 0.1596 -6.1617  0.06
66 C -2.2703 -1.1310 1.3265  -0.31
67 P -1.3612 -0.2638 2.6455  0.96
68 C -2.5576 0.8691 3.4430  -0.36
69 C -3.7088 1.2773 2.7408  -0.11
70 C -4.4664 2.3532 3.2025  -0.11
71 C -4.1564 2.9619 4.4225  -0.12
72 C -3.1046 2.4673 5.1942  -0.10
73 C -2.3077 1.4220 4.7225  -0.08
74 C -1.0825 -1.4258 4.0066  -0.47
75 C -2.1020 -2.0155 4.7791  -0.17
76 C -1.7847 -2.5040 6.0527  -0.16
77 C -0.4878 -2.3685 6.5566  -0.20
78 C 0.5354 -1.8462 5.7617  -0.17
79 C 0.2634 -1.4939 4.4438  -0.19
80 H -2.3944 -0.4470 0.4622  0.03
81 H -3.2659 -1.4212 1.6797  0.04
82 H -1.7388 -2.0460 1.0228  0.01
83 H -4.0165 0.7457 1.8428  0.08
84 H -5.3011 2.7212 2.6020  0.09
85 H -4.7402 3.8189 4.7641  0.09
86 H -2.8902 2.9087 6.1649  0.09
87 H -1.5084 1.0398 5.3551  0.11
88 H -3.1271 -2.0779 4.4049  0.08
89 H -2.5583 -2.9721 6.6678  0.08
90 H -0.2651 -2.6716 7.5775  0.06
91 H 1.5433 -1.7023 6.1640  0.08
92 H 1.0717 -1.2232 3.7590  0.07

=====

3.
The following is a quantum chemistry calculation of C21H42GeN6OPPdS3 as an isolated structure, from OMol25.

Summary:
2S+1 = 3
strongest force on any atom = 0.0124 hartree/bohr
HOMO-LUMO gap (spin up / spin down) = 7.24 / 5.68 eV
net charge = +3

Each line ends with the Löwdin charge.
Cartesian coordinates (Å):
1 Pd 0.3018 1.3094 -0.0430  0.39
2 N 4.8038 0.1006 -0.9213  0.19
3 C 4.3876 1.3421 -1.0982  -0.60
4 N 3.1201 1.6963 -1.1878  0.10
5 C 3.0189 3.0217 -1.3866  -0.30
6 C 4.2588 3.7171 -1.4347  -0.27
7 S 5.5466 2.6707 -1.2326  1.21
8 C 1.7591 3.6733 -1.5918  -0.34
9 C 1.6445 4.9876 -1.9757  -0.28
10 S 0.0318 5.3922 -2.3161  1.19
11 C -0.4306 3.7627 -1.9144  -0.64
12 N 0.5551 2.9903 -1.5219  -0.02
13 N -1.6999 3.3388 -2.0008  0.15
14 H 4.1324 -0.6531 -0.9214  0.12
15 H 5.7833 -0.1411 -0.9085  0.14
16 H 4.4218 4.7744 -1.5634  0.10
17 H 2.4257 5.7182 -2.1009  0.10
18 H -2.4041 3.9068 -2.4427  0.12
19 H -1.8546 2.3420 -1.9417  0.08
20 C -2.6982 -0.9113 1.4542  -0.14
21 P -2.8980 0.3634 0.2210  0.64
22 C -4.3910 0.0627 -0.7009  -0.13
23 C -3.0652 1.9152 1.0940  -0.15
24 O -1.6938 0.4001 -0.7654  -0.59
25 H -3.5827 -0.9529 2.0906  0.08
26 H -1.8287 -0.6711 2.0692  0.05
27 H -2.5521 -1.8868 0.9917  0.06
28 H -5.2407 -0.0159 -0.0208  0.09
29 H -4.3013 -0.8653 -1.2657  0.06
30 H -4.5717 0.8857 -1.3932  0.08
31 H -3.5485 1.7371 2.0549  0.08
32 H -3.6687 2.6219 0.5251  0.07
33 H -2.0744 2.3449 1.2671  0.03
34 C 0.1647 4.0222 4.3807  -0.01
35 N 0.5352 2.6180 4.3103  -0.14
36 C 0.5934 1.8004 5.5327  -0.06
37 C 1.1231 0.4442 5.0294  -0.08
38 N 1.2507 0.6845 3.5847  0.03
39 C 0.9519 1.9428 3.2582  -0.73
40 S 1.1610 2.6485 1.6865  0.68
41 H 0.8865 4.5594 4.9955  0.11
42 H -0.8223 4.1144 4.8321  0.11
43 H 0.1551 4.4459 3.3815  0.06
44 H -0.4024 1.7269 5.9688  0.14
45 H 1.2520 2.2744 6.2599  0.14
46 H 0.4261 -0.3681 5.2234  0.12
47 H 2.0885 0.1885 5.4620  0.13
48 H 1.7756 0.0953 2.9628  0.13
49 C -2.1102 -4.5559 -3.7224  -0.09
50 C -2.9213 -3.4818 -3.0089  -0.25
51 C -2.0666 -2.6326 -2.0558  -0.28
52 C -1.2018 -1.6301 -2.8302  -0.30
53 Ge -0.0176 -0.6770 -1.6146  1.09
54 C 0.9227 -2.0102 -0.5328  -0.36
55 C 1.5769 -3.0647 -1.4383  -0.29
56 C 2.5090 -4.0018 -0.6653  -0.26
57 C 1.7684 -4.9139 0.3036  -0.09
58 H -2.7550 -5.1842 -4.3344  0.09
59 H -1.6071 -5.2056 -3.0038  0.08
60 H -1.3575 -4.1314 -4.3886  0.07
61 H -3.7200 -3.9497 -2.4296  0.12
62 H -3.4081 -2.8292 -3.7386  0.12
63 H -1.4430 -3.3047 -1.4600  0.10
64 H -2.7189 -2.0966 -1.3629  0.05
65 H -1.8092 -0.9211 -3.3918  0.08
66 H -0.5487 -2.1421 -3.5421  0.07
67 H 0.2597 0.2389 1.0156  -0.01
68 H 0.1695 -2.4465 0.1333  0.07
69 H 1.6568 -1.5085 0.1003  0.04
70 H 2.1391 -2.5809 -2.2456  0.11
71 H 0.8028 -3.6616 -1.9287  0.10
72 H 3.2532 -3.4079 -0.1216  0.10
73 H 3.0619 -4.6070 -1.3853  0.12
74 H 1.2128 -4.3515 1.0567  0.07
75 H 2.4618 -5.5636 0.8348  0.08
76 H 1.0644 -5.5542 -0.2299  0.08

=====

4.
The following is a quantum chemistry calculation of an isolated ion of composition C2H8FN2O2 and charge +1 in a non-equilibrium geometry, from OMol25.

Summary:
energy relative to the best compared isomer or geometry (same formula, charge and spin) = 597.7 kJ/mol
strongest force on any atom = 0.1146 hartree/bohr
HOMO-LUMO gap = 12.28 eV
net charge = +1

Each line ends with the Löwdin charge.
Cartesian coordinates (Å):
1 C 1.7177 -0.4845 0.2291  -0.03
2 N 0.4660 -0.0993 0.8576  0.13
3 C -0.6117 0.3092 -0.2213  -0.62
4 N -1.7834 0.1796 0.4407  0.18
5 O -0.2583 1.6756 -0.5288  0.06
6 O -0.3385 -0.1780 -1.4757  0.05
7 F -0.9173 -1.4254 -1.6947  0.02
8 H 2.4781 -0.9280 0.7573  0.07
9 H 1.5379 -1.1634 -0.6249  0.12
10 H 2.3929 0.3366 -0.2765  0.17
11 H 0.5789 0.8431 1.2974  0.21
12 H 0.3342 -0.9288 1.3974  0.18
13 H -2.5887 0.5981 0.1311  0.09
14 H -1.9930 -0.8205 0.8054  0.18
15 H -1.0148 2.0856 -1.0941  0.19

=====

We obtain E_tot values of -91708.0517; -75458.7279; -135214.0405; -11984.7051 eV for the records listed above, in that order.